Record 1
C25H32ClN3O3 | ωB97M-V with the def2-TZVPD basis set

XYZ file:
```
64
Properties=species:S:1:pos:R:3:mulliken_charge:R:1
Cl 3.722 2.261 -1.158 -0.20
O 4.049 -1.519 2.147 -0.71
O 0.612 1.611 -0.219 -0.74
O -1.925 3.483 0.735 -0.69
N 3.068 0.259 1.173 0.33
N -1.384 -0.344 -1.797 0.02
N -3.980 1.503 -0.736 -0.17
C 5.266 1.259 0.838 0.27
C 5.220 1.705 -0.480 0.97
C -5.341 1.521 1.289 -0.69
C 4.023 1.215 1.693 -1.50
C 0.765 -1.531 0.888 -0.20
C -5.238 -0.508 -0.164 -0.52
C 7.621 0.816 0.545 -0.73
C -4.790 2.344 0.122 -0.97
C -0.198 -2.356 0.039 -1.26
C 7.557 1.275 -0.760 -0.37
C 0.137 -2.286 -1.454 0.87
C -0.597 1.628 -0.369 0.63
C -4.710 0.386 -1.289 -1.08
C 1.584 -2.739 -1.669 -1.53
C 2.570 -1.913 -0.847 -0.43
C 6.353 1.719 -1.277 -0.70
C 2.216 -1.947 0.644 0.38
C -0.073 -0.888 -2.058 -1.31
C -1.755 2.473 0.088 -0.68
C 3.202 -1.060 1.405 -0.02
C 6.483 0.809 1.331 -0.43
C -2.648 1.520 -0.598 1.06
C -1.560 0.751 -1.041 0.34
C -6.628 -0.547 1.937 -1.68
C -6.126 0.310 0.778 0.51
H -2.177 -0.884 -2.111 0.23
H -4.508 1.181 1.908 0.28
H -0.148 -3.402 0.350 0.59
H 8.441 1.284 -1.380 0.37
H -1.221 -2.011 0.211 0.19
H -4.394 -0.918 0.397 0.16
H -0.529 -2.980 -1.984 0.47
H 2.361 -2.968 1.014 0.45
H -4.180 3.169 0.489 0.51
H -5.553 0.787 -1.862 0.40
H -5.983 2.152 1.905 0.45
H 8.557 0.461 0.949 0.38
H -7.271 0.037 2.590 0.41
H 1.666 -3.788 -1.376 0.45
H 2.378 0.616 0.529 0.03
H 0.651 -0.183 -1.657 0.33
H -4.070 -0.172 -1.972 0.40
H -6.992 0.670 0.209 0.21
H 6.287 2.074 -2.293 0.43
H 0.633 -0.476 0.663 -0.05
H -5.615 2.747 -0.475 0.34
H 0.075 -0.951 -3.143 0.30
H 6.526 0.437 2.343 0.36
H 3.542 2.195 1.720 0.38
H 1.840 -2.668 -2.728 0.48
H 3.577 -2.315 -0.982 0.42
H 0.526 -1.671 1.944 0.35
H -7.195 -1.398 1.566 0.41
H 2.586 -0.883 -1.203 0.11
H -5.802 -1.340 -0.588 0.48
H -5.792 -0.920 2.524 0.36
H 4.294 0.907 2.706 0.51
```

Calculated values
**Energy relative to the best compared isomer or geometry (same formula, charge and spin)**: 0.000 eV
**SMILES**: CC1CCN(c2c(NC[C@H]3CC[C@@H](C(=O)NCc4ccccc4Cl)CC3)c(=O)c2=O)CC1
**Largest force on an atom**: 0.8 eV/Å
**DFT total energy**: -1822.05874 Ha

***

Record 2
C17H28BN2O8 | ωB97M-V with the def2-TZVPD basis set

XYZ file:
```
56
Properties=species:S:1:pos:R:3:mulliken_charge:R:1
O -0.796 1.374 6.301 -0.45
O 2.958 -2.534 -5.035 -0.30
O 2.368 4.457 0.823 -0.56
O 0.672 3.154 1.430 -0.30
O -1.654 3.190 5.381 -0.44
O 1.326 -2.966 -6.544 -0.52
O 0.894 -2.496 -4.369 -0.24
O -2.413 0.133 -0.692 -0.51
N -3.866 -0.798 1.119 -0.25
N -0.024 -0.175 1.447 0.29
C 0.956 0.213 2.361 0.49
C -1.791 0.832 2.928 -0.62
C -0.499 -2.636 -4.649 -0.63
C -1.095 1.933 5.283 0.32
C -1.362 0.143 1.701 0.74
C 0.605 0.086 -0.985 -0.85
C 3.924 -2.717 -6.072 -0.63
C 0.361 -0.918 0.207 -0.70
C 0.605 0.911 3.621 -0.62
C 3.059 2.190 0.997 0.04
C -4.311 -1.644 -0.058 -0.92
C -4.850 0.345 1.128 -0.98
C 3.300 1.358 2.327 -0.76
C 1.691 -2.694 -5.432 0.73
C 2.002 3.333 1.098 0.42
C -0.792 1.226 3.934 0.13
C 2.489 -0.026 2.170 -0.97
B -2.587 -0.203 0.679 0.49
H 1.390 1.221 4.352 0.48
H 2.713 1.494 0.176 -0.23
H 0.204 1.120 -0.770 0.24
H 0.120 -0.273 -1.939 0.17
H -0.382 -1.732 -0.032 0.41
H -4.672 1.095 0.309 0.30
H 1.325 -1.483 0.352 0.54
H 3.874 -3.731 -6.470 0.30
H 3.049 1.899 3.271 0.42
H -4.744 -0.982 -0.867 0.35
H 4.020 2.632 0.627 0.38
H 2.792 -0.419 1.173 0.33
H 4.910 -2.564 -5.636 0.22
H -1.041 -2.455 -3.722 0.10
H -5.883 -0.077 0.957 0.36
H -2.067 1.050 -0.687 0.33
H -5.153 -2.308 0.284 0.27
H -3.435 -2.226 -0.451 0.32
H -0.819 -1.900 -5.388 0.34
H 4.403 1.115 2.362 0.41
H 0.202 4.008 1.323 0.29
H -1.804 3.562 4.485 0.36
H 2.818 -0.669 3.032 0.38
H -0.724 -3.647 -4.991 0.35
H 1.689 0.240 -1.245 0.34
H -2.865 1.057 3.141 0.29
H 3.779 -1.984 -6.867 0.30
H -4.870 0.885 2.118 0.27
```

Calculated values
**Charge**: +1
**Largest force on an atom**: 2.8 eV/Å
**DFT total energy**: -1400.63469 Ha

***

Q: Which value of DFT total energy does entry 1 give?
A: -1822.05874 Ha